The following is a DFT calculation (wB97M-V/def2-TZVPD) of 3 unconnected molecules or ions with the total composition C13H23BFN2O7P at a distorted geometry.

The geometry in ORCA input format:
```
! wB97M-V def2-TZVPD RIJCOSX def2/J DEFGRID3
* xyz 0 1
C -0.450 1.846 5.267
C -0.530 1.750 4.045
C -0.367 1.413 2.508
P 0.861 -0.042 2.317
B -0.115 -1.329 1.258
N -1.536 -1.541 1.669
O 0.464 -2.003 0.141
C 2.392 0.563 1.416
O 2.312 1.644 0.820
N 3.677 -0.163 1.346
C 4.537 0.210 2.463
O 4.123 0.594 3.527
F 5.922 0.109 2.264
H -0.121 1.769 6.340
H 0.063 2.304 1.952
H -1.368 1.073 2.117
H -1.771 -2.526 1.455
H -1.611 -1.391 2.689
H 0.677 -2.938 0.363
H 4.166 0.244 0.528
C -4.163 2.270 -1.635
C -3.512 1.263 -0.708
O -3.428 1.771 0.629
C -4.414 1.682 1.542
C -5.796 1.297 1.088
O -4.201 1.980 2.690
H -5.191 2.484 -1.338
H -4.170 1.899 -2.662
H -3.621 3.218 -1.606
H -4.011 0.291 -0.728
H -2.485 1.088 -1.034
H -6.368 2.201 0.871
H -6.285 0.750 1.895
H -5.809 0.638 0.221
C 2.641 -0.157 -3.741
C 3.718 -0.735 -2.845
O 3.150 -1.576 -1.832
C 2.865 -2.880 -2.002
C 2.856 -3.450 -3.395
O 2.550 -3.557 -1.055
H 2.104 -0.941 -4.279
H 3.075 0.527 -4.472
H 1.901 0.383 -3.146
H 4.492 -1.263 -3.406
H 4.220 0.079 -2.319
H 1.843 -3.394 -3.799
H 3.162 -4.495 -3.343
H 3.550 -2.961 -4.077
*
```

Frontier orbital gap (eV): 9.0
HOMO energy (eV): -8.61
Structure (SMILES): C#CCP(B(N)O)C(=O)NC(=O)F.CCOC(C)=O.CCOC(C)=O

The following is a DFT calculation (wB97M-V/def2-TZVPD) of a molecular structure, C13H23BN9Pt.

The geometry in ORCA input format:
```
! wB97M-V def2-TZVPD RIJCOSX def2/J DEFGRID3
* xyz 3 5
Pt -0.186 -0.101 -0.043
C 1.821 0.701 -3.819
C 0.987 -0.022 -2.963
N 0.956 0.529 -1.754
N 1.767 1.622 -1.804
C 2.295 1.731 -3.048
B 2.036 2.533 -0.639
N 2.643 1.730 0.579
C 3.800 1.914 1.134
C 3.968 0.910 2.160
C 2.759 0.148 2.085
N 1.979 0.612 1.158
N 0.714 3.246 -0.155
C 0.498 4.523 -0.092
C -0.873 4.727 0.309
C -1.382 3.395 0.450
N -0.466 2.520 0.174
H 2.043 0.495 -4.852
H 0.414 -0.910 -3.179
H 2.971 2.534 -3.291
H 2.814 3.389 -0.917
H 4.478 2.700 0.834
H 4.818 0.774 2.813
H 2.483 -0.704 2.688
H 1.257 5.259 -0.320
H -1.380 5.668 0.463
H -2.380 3.103 0.738
N 0.366 -2.323 -0.096
C -0.685 -3.056 0.646
C -1.074 -2.288 1.898
N -1.414 -0.861 1.629
C -2.846 -0.604 1.318
C -3.206 -0.970 -0.110
N -2.243 -0.361 -1.061
H 0.456 -2.692 -1.038
H 1.273 -2.467 0.339
H -0.351 -4.055 0.931
H -1.531 -3.186 -0.025
H -0.236 -2.291 2.598
H -1.907 -2.788 2.396
H -1.210 -0.347 2.480
H -3.016 0.461 1.484
H -3.493 -1.148 2.010
H -4.225 -0.638 -0.315
H -3.200 -2.047 -0.253
H -2.558 0.561 -1.349
H -2.200 -0.908 -1.916
*
```

Frontier orbital gap (spin up / spin down) (eV): 8.1 / 4.9
HOMO energy (spin up / spin down) (eV): -16.78 / -18.03
<S²>: 6.024
Energy relative to the best compared isomer or geometry (same formula, charge and spin) (kJ/mol): 1.2

The following is a DFT calculation (wB97M-V/def2-TZVPD) of a single C13H23BO molecule at a distorted geometry.

The geometry in ORCA input format:
```
! wB97M-V def2-TZVPD RIJCOSX def2/J DEFGRID3
* xyz 0 1
C 0.225 -3.423 -0.176
C -0.586 -2.274 0.526
O -1.158 -2.488 1.576
B -0.497 -0.702 -0.136
C -1.713 -0.730 -1.140
C -2.994 -0.496 -0.207
C -3.201 0.966 0.226
C -1.924 1.442 0.932
C -0.709 1.784 -0.028
C 0.427 0.758 0.092
C 1.126 0.808 1.528
C 2.604 0.452 1.413
C 2.888 -0.506 0.254
C 2.583 -0.026 -1.156
C 1.499 1.019 -1.026
H -0.390 -4.244 -0.532
H 0.935 -3.907 0.596
H 0.950 -2.974 -0.896
H -1.704 -0.113 -2.099
H -1.986 -1.715 -1.515
H -3.824 -0.792 -0.846
H -2.765 -1.198 0.707
H -3.555 1.591 -0.588
H -4.074 0.927 0.971
H -1.568 0.564 1.571
H -2.274 2.290 1.410
H -0.443 2.735 0.302
H -1.029 1.753 -1.008
H 0.724 0.191 2.295
H 1.094 1.802 1.899
H 2.977 -0.119 2.246
H 3.219 1.448 1.448
H 3.846 -1.002 0.206
H 2.279 -1.330 0.558
H 3.472 0.456 -1.700
H 2.263 -0.819 -1.869
H 1.886 2.020 -0.913
H 0.887 1.018 -1.956
*
```

Frontier orbital gap (eV): 9.4
HOMO energy (eV): -8.72
Energy relative to the best compared isomer or geometry (same formula, charge and spin) (kJ/mol): 132.1
Structure (SMILES): CC(=O)B1CCCCCC12CCCCC2

The following is a DFT calculation (wB97M-V/def2-TZVPD) of a molecular structure, C13H23CoFN2.

The geometry in ORCA input format:
```
! wB97M-V def2-TZVPD RIJCOSX def2/J DEFGRID3
* xyz 0 2
Co 0.605 0.512 -0.190
N 2.010 -1.163 -0.486
C 2.603 -1.519 0.810
C 1.489 -1.539 1.843
N 0.811 -0.233 1.851
H 1.427 -1.926 -0.815
H 2.709 -0.984 -1.196
H 3.344 -0.759 1.067
H 3.111 -2.487 0.801
H 1.886 -1.819 2.823
H 0.746 -2.287 1.558
H 1.333 0.439 2.404
H -0.109 -0.319 2.267
F -1.785 -5.017 1.877
C -1.702 -3.811 1.264
C -2.132 -2.682 1.930
C -2.040 -1.451 1.294
C -1.508 -1.312 0.003
C -1.286 0.001 -0.622
C -1.120 -2.500 -0.638
C -1.208 -3.740 -0.024
H -2.549 -2.776 2.925
H -2.406 -0.565 1.804
H -1.965 0.769 -0.243
H -1.364 -0.042 -1.709
H -0.754 -2.440 -1.659
H -0.914 -4.649 -0.534
C 0.032 4.178 -2.482
C -0.256 3.069 -1.469
C -0.378 3.664 -0.068
C 0.793 1.962 -1.511
H -0.746 4.946 -2.479
H 0.107 3.775 -3.494
H 0.984 4.665 -2.249
H -1.225 2.625 -1.728
H 0.587 4.071 0.253
H -0.676 2.902 0.658
H -1.111 4.473 -0.028
H 0.868 1.568 -2.532
H 1.786 2.399 -1.277
*
```

Frontier orbital gap (spin up / spin down) (eV): 7.5 / 6.9
HOMO energy (spin up / spin down) (eV): -7.19 / -6.52
<S²>: 1.166
Energy relative to the best compared isomer or geometry (same formula, charge and spin) (kJ/mol): 27.5

The following is a DFT calculation (wB97M-V/def2-TZVPD) of a molecular structure, C13H23ErN4O2P2 at a distorted geometry.

The geometry in ORCA input format:
```
! wB97M-V def2-TZVPD RIJCOSX def2/J DEFGRID3
* xyz 2 4
Er -0.661 -0.780 0.017
P -1.884 0.844 -1.799
C -0.217 0.356 -2.531
C 1.007 0.905 -1.808
N 1.101 0.559 -0.491
C 2.186 0.927 0.237
C 3.189 1.686 -0.340
C 3.105 2.049 -1.680
C 1.998 1.652 -2.427
C 2.260 0.487 1.681
P 1.192 -0.983 2.077
H 1.864 1.913 -3.480
H 4.037 1.962 0.279
H 3.894 2.628 -2.150
H 3.305 0.249 1.932
H 1.941 1.317 2.338
H -0.182 -0.805 -2.449
H -0.227 0.614 -3.599
H -0.127 -3.333 -0.599
O -0.339 -2.367 -1.432
H -0.197 -2.716 -2.330
H -0.521 -3.008 0.970
O 0.003 -3.759 0.488
H -0.519 -4.582 0.605
C 2.441 -2.310 1.960
H 3.270 -2.098 2.650
H 1.999 -3.280 2.227
H 2.840 -2.372 0.937
C 1.011 -0.778 3.878
H 0.226 -1.464 4.223
H 1.948 -1.001 4.411
H 0.696 0.250 4.106
C -1.847 2.653 -1.744
H -2.066 3.070 -2.734
H -2.633 2.956 -1.038
H -0.886 3.027 -1.378
C -2.998 0.505 -3.191
H -4.016 0.465 -2.781
H -2.937 1.312 -3.933
H -2.772 -0.460 -3.662
N -2.265 -0.156 1.401
C -3.089 0.425 2.041
N -3.813 1.169 2.754
C -5.093 1.113 3.026
N -6.226 1.162 3.341
*
```

Frontier orbital gap (spin up / spin down) (eV): 6.3 / 6.4
HOMO energy (spin up / spin down) (eV): -13.89 / -13.90
<S²>: 3.753

The following is a DFT calculation (wB97M-V/def2-TZVPD) of 2 unconnected molecules or ions with the total composition C13H23F2O8S.

The geometry in ORCA input format:
```
! wB97M-V def2-TZVPD RIJCOSX def2/J DEFGRID3
* xyz -1 1
C 6.251 0.728 1.568
C 5.458 1.827 0.857
O 4.120 1.452 0.591
C 4.026 0.584 -0.539
C 2.590 0.095 -0.640
O 2.515 -1.327 -0.468
C 1.573 -1.759 0.476
C 0.149 -1.623 -0.040
O -0.727 -2.028 1.012
C -1.911 -2.649 0.627
C -3.025 -1.635 0.425
O -2.912 -0.559 -0.074
O -4.232 -2.154 0.850
C -5.283 -1.273 1.196
F -4.756 -0.223 1.907
S -6.261 -2.313 2.325
C -6.032 -0.752 -0.019
C -6.958 0.431 0.267
C -6.261 1.774 0.201
F -5.955 2.049 -1.131
H 5.558 0.098 2.133
H 6.797 0.089 0.874
H 6.973 1.156 2.267
H 5.398 2.722 1.478
H 5.945 2.120 -0.081
H 4.347 1.124 -1.436
H 4.680 -0.286 -0.399
H 2.161 0.353 -1.611
H 2.012 0.596 0.143
H 1.777 -2.814 0.667
H 1.674 -1.218 1.426
H -0.072 -0.597 -0.343
H 0.011 -2.274 -0.913
H -1.796 -3.188 -0.325
H -2.204 -3.370 1.390
H -7.319 -1.493 2.345
H -6.592 -1.598 -0.417
H -5.294 -0.465 -0.769
H -7.758 0.444 -0.475
H -7.442 0.334 1.244
H -6.908 2.576 0.559
H -5.328 1.786 0.763
C 6.156 2.745 -3.143
O 5.145 2.005 -3.133
O 6.785 2.840 -4.419
O 6.700 3.389 -2.247
H 6.227 2.280 -4.968
*
```

Frontier orbital gap (eV): 6.2
HOMO energy (eV): -4.60